This record from OMol25 describes C3H3FeO3 as an isolated structure. The level of theory is ωB97M-V/def2-TZVPD.

Geometry as XYZ:
```
10
Properties=species:S:1:pos:R:3:forces:R:3:lowdin_spin:R:1
C 0.939342 -1.103133 -0.119078 -2.943 -2.294 1.498 0.03
C -1.577754 0.450585 0.332707 0.747 0.839 -0.021 0.01
O -0.035976 -1.825989 -0.153450 1.400 0.762 -0.637 0.02
O 0.759025 0.305215 -0.116685 0.640 1.829 0.527 0.15
C -0.479333 0.917381 -0.277922 -1.311 -1.536 -1.178 0.01
H -2.533491 0.553394 -0.179069 0.100 0.626 0.545 0.00
H -1.540072 0.010968 1.328958 0.034 -0.535 -0.606 0.00
H -0.506341 1.475105 -1.215944 -0.063 -0.105 0.282 0.00
O 2.151200 -1.331124 0.145349 1.040 0.421 -0.503 0.18
Fe 2.823398 0.547598 0.255131 0.355 -0.007 0.093 4.60
```
Positions in Å, forces in eV/Å.

Properties
- ⟨S²⟩ = 8.75
- energy above the lowest of the compared OMol25 structures with the same formula, charge and spin (kcal/mol) = 16.4
- spin multiplicity = 6
- HOMO energy (alpha / beta) (eV) = -7.6659 / -10.0257
- LUMO (alpha / beta) (Eh) = 0.0105 / -0.0381

This record from OMol25 describes a 5-piece molecular cluster, C22H56N6O5 overall. The level of theory is ωB97M-V/def2-TZVPD.

Geometry as XYZ:
```
89
Properties=species:S:1:pos:R:3:forces:R:3:lowdin_charge:R:1
C 11.992082 -32.368502 15.110095 -0.851 -0.217 0.381 -0.04
C 12.480818 -30.968667 15.468181 0.657 -0.572 0.496 -0.53
C 13.984835 -31.087950 15.724148 1.158 0.493 0.248 -0.14
C 14.689552 -29.731806 15.831557 -0.591 0.359 -0.162 -0.17
C 14.339422 -28.852766 14.623222 0.788 -0.257 0.316 -0.14
C 12.846734 -28.731291 14.325416 0.134 0.580 1.071 -0.52
N 12.346680 -30.094388 14.318792 0.076 -0.506 -1.257 -0.08
O 11.034386 -30.145953 13.757423 -0.261 0.366 0.588 -0.03
C 12.178801 -27.802244 15.382191 -0.206 0.365 -0.684 -0.02
C 12.710534 -28.078225 12.964721 0.240 -0.688 -0.944 -0.04
C 11.790962 -30.547731 16.756811 -0.896 0.444 0.446 -0.03
H 12.210443 -33.041002 15.942067 0.352 -0.016 -0.116 0.09
H 12.419407 -32.768976 14.192261 0.111 0.095 -0.039 0.09
H 10.897271 -32.409170 15.061034 0.104 0.150 -0.285 0.09
H 14.201325 -31.627856 16.650455 -0.367 -0.207 -0.072 0.12
H 14.481459 -31.634472 14.917299 -0.281 -0.107 -0.107 0.12
H 15.773901 -29.835341 15.883168 0.004 -0.206 -0.036 0.11
H 14.410792 -29.218640 16.759088 -0.106 -0.071 -0.049 0.10
H 14.831072 -29.286476 13.745597 -0.063 0.067 -0.040 0.12
H 14.785963 -27.868636 14.798391 -0.229 0.086 -0.233 0.12
H 12.107049 -26.793225 14.965484 0.113 -0.005 0.046 0.08
H 11.146010 -28.100154 15.568438 0.088 -0.087 0.245 0.07
H 12.751840 -27.711224 16.301606 -0.155 -0.234 0.145 0.07
H 11.695701 -27.790847 12.702009 0.011 0.250 0.162 0.06
H 13.400475 -27.238417 12.895888 -0.278 0.284 0.177 0.09
H 13.038128 -28.759934 12.168604 -0.062 -0.108 0.208 0.09
H 11.842887 -31.330312 17.515680 0.192 -0.085 -0.107 0.09
H 10.720177 -30.358975 16.614238 0.080 -0.060 -0.186 0.08
H 12.184648 -29.635740 17.200757 0.196 -0.073 -0.063 0.07
H 11.072785 -30.900564 13.161909 0.008 0.081 -0.127 0.11
C 9.237530 -21.391502 15.378448 -0.432 0.239 0.467 -0.08
C 8.468060 -21.907928 14.172153 0.472 0.300 0.205 -0.45
C 8.647095 -23.414799 14.075190 0.512 -0.140 0.195 -0.21
O 8.373501 -23.970331 12.802962 -0.275 0.137 0.016 -0.18
C 7.062870 -24.473450 12.654937 -0.442 -0.449 0.607 -0.12
N 7.102327 -21.448304 14.243156 -0.162 0.588 -0.209 0.04
H 10.311201 -21.506243 15.253689 0.041 -0.091 0.052 0.08
H 8.916595 -21.885269 16.303147 0.138 -0.150 -0.067 0.08
H 9.006191 -20.334285 15.521463 0.129 0.015 -0.113 0.08
H 8.939511 -21.396764 13.326548 -0.130 -0.401 -0.320 0.14
H 8.054392 -23.882738 14.873850 -0.185 -0.085 -0.188 0.13
H 9.686850 -23.678801 14.301992 0.021 0.133 -0.150 0.12
H 6.255566 -23.732064 12.682229 0.297 0.291 -0.324 0.07
H 6.811271 -25.151693 13.483437 0.177 -0.170 -0.181 0.07
H 7.025964 -25.029085 11.721311 -0.040 0.060 -0.069 0.09
H 6.523104 -21.745425 13.476806 -0.110 -0.114 0.081 0.06
H 6.651860 -21.554877 15.138036 -0.026 -0.286 -0.001 0.07
C 4.676255 -29.690661 16.540870 -0.798 -0.245 -0.163 -0.06
C 5.026840 -31.177165 16.529298 0.576 0.513 0.100 -0.42
C 3.785123 -32.003300 16.241173 -0.141 0.778 0.370 -0.23
O 3.938409 -33.300713 16.752744 0.084 -0.063 -0.158 -0.17
C 2.773083 -34.068280 16.637745 -0.552 -0.137 -0.433 -0.12
N 6.124763 -31.413941 15.575376 -0.511 -0.428 -0.116 0.03
H 5.539985 -29.045797 16.668760 0.084 -0.029 -0.057 0.07
H 3.945882 -29.501509 17.332882 0.201 0.075 0.113 0.08
H 4.151474 -29.421956 15.616633 0.279 0.099 -0.065 0.07
H 5.408133 -31.417994 17.525947 -0.137 -0.240 -0.015 0.14
H 3.605436 -31.946672 15.155984 -0.058 -0.429 -0.023 0.12
H 2.914822 -31.530619 16.723279 0.009 -0.055 0.005 0.12
H 2.587833 -34.388480 15.600941 0.263 -0.150 0.078 0.09
H 1.857359 -33.519414 16.903993 0.255 0.150 0.306 0.09
H 2.869123 -34.930332 17.292497 0.029 -0.079 -0.077 0.09
H 6.318567 -32.413325 15.574355 0.159 0.068 0.072 0.08
H 5.763498 -31.203809 14.630866 0.294 0.157 0.262 0.03
C 3.570800 -29.082571 11.599167 -0.003 -0.397 -0.676 -0.05
C 3.975928 -30.199715 12.559148 0.741 1.430 0.431 -0.43
C 3.918792 -31.574920 11.938268 -0.739 0.598 -0.196 -0.21
O 2.595577 -31.796761 11.482257 0.106 -0.027 0.136 -0.19
C 2.436855 -32.994344 10.763511 -0.444 -0.302 0.035 -0.11
N 5.354321 -29.990266 13.058779 -0.475 -0.763 -0.420 0.04
H 3.691180 -28.089432 12.028456 -0.136 -0.069 0.278 0.08
H 2.550798 -29.228870 11.238536 -0.008 0.151 0.086 0.07
H 4.227267 -29.101334 10.719027 -0.040 -0.087 0.034 0.08
H 3.322238 -30.116851 13.434087 -0.099 -0.400 -0.038 0.13
H 4.231864 -32.296823 12.698633 0.114 -0.289 -0.262 0.12
H 4.551419 -31.565419 11.040286 0.440 -0.290 0.279 0.13
H 2.064583 -33.795941 11.413728 0.176 -0.008 0.029 0.08
H 3.357927 -33.335186 10.282442 0.062 0.122 0.007 0.08
H 1.677734 -32.835048 9.995354 0.072 0.058 -0.013 0.09
H 5.507000 -29.060133 13.438446 -0.023 0.058 0.002 0.04
H 5.995527 -30.111962 12.280591 0.095 0.159 0.054 0.09
C 7.881741 -28.182760 14.180993 0.409 0.026 0.086 -0.65
O 6.746576 -27.705273 14.214082 0.158 0.029 -0.068 -0.02
N 8.909938 -27.588644 13.491095 -0.381 -0.510 0.408 0.18
N 8.220743 -29.329728 14.840713 -0.556 0.760 -0.199 0.18
H 8.748113 -26.709716 13.036428 0.153 0.069 -0.016 0.08
H 9.799479 -28.055579 13.507341 0.134 0.284 -0.257 0.05
H 7.430371 -29.860492 15.192349 0.279 -0.446 0.178 0.05
H 9.138228 -29.733532 14.756865 -0.025 -0.141 -0.119 0.06
```
Positions in Å, forces in eV/Å.

Properties
- energy above the lowest of the compared OMol25 structures with the same formula, charge and spin (kcal/mol) = 0.0
- SMILES string = CC1(C)CCCC(C)(C)N1O.COC[C@H](C)N.COC[C@H](C)N.COC[C@H](C)N.NC(N)=O
- HOMO energy (eV) = -8.6984
- LUMO (Eh) = 0.0198

This record from OMol25 describes C4H11AuO2 as an isolated structure. The level of theory is ωB97M-V/def2-TZVPD.

Geometry as XYZ:
```
18
Properties=species:S:1:pos:R:3:forces:R:3:lowdin_spin:R:1
C 2.266324 -1.731642 0.748058 -3.823 2.090 -0.087 0.51
H 1.338741 -2.289777 0.512641 0.380 0.203 -0.074 0.03
H 2.049600 -1.199202 1.693789 0.432 -0.341 -0.150 0.04
H 2.417456 -0.946481 -0.014306 0.458 -0.592 0.086 0.04
Au 3.780287 -3.026675 1.016963 4.838 1.772 -0.332 1.66
O 3.123538 -4.485803 -0.285268 -0.507 -0.796 -2.144 0.28
H 2.738173 -4.189655 -1.147988 0.396 -0.179 0.735 0.01
C 3.427122 -4.365728 3.734413 0.706 0.128 1.294 0.05
O 3.052187 -4.308279 2.368836 -1.908 -1.308 1.355 0.30
C 2.751394 -5.569951 1.792339 0.083 -1.125 -0.442 0.03
C 2.194607 -5.308856 0.416885 -1.214 -0.588 0.416 0.02
H 3.635827 -3.340752 4.060373 -0.061 -0.299 -0.081 0.01
H 2.602917 -4.782134 4.331167 0.120 0.170 -0.327 0.01
H 4.325810 -4.987411 3.864925 -0.235 0.224 -0.136 0.00
H 2.000912 -6.097019 2.400947 0.169 0.281 -0.119 0.00
H 3.659464 -6.192960 1.749045 -0.147 0.280 0.015 0.01
H 1.236324 -4.773455 0.498895 0.203 -0.214 -0.043 0.00
H 2.043071 -6.261142 -0.108396 0.111 0.293 0.034 0.01
```
Positions in Å, forces in eV/Å.

Properties
- ⟨S²⟩ = 3.76
- energy above the lowest of the compared OMol25 structures with the same formula, charge and spin (kcal/mol) = 13.4
- spin multiplicity = 4
- charge = +1
- HOMO energy (alpha / beta) (eV) = -10.1814 / -15.7414
- LUMO (alpha / beta) (Eh) = -0.1130 / -0.2691

This record from OMol25 describes C32H21BrCl5N3O2Zn as an isolated structure. The level of theory is ωB97M-V/def2-TZVPD.

Geometry as XYZ:
```
65
Properties=species:S:1:pos:R:3:forces:R:3:nbo_charge:R:1
Zn 1.094512 -0.172608 0.756868 -0.119 -0.591 -0.295 1.53
C 0.137294 1.743670 4.379933 0.101 1.381 0.002 -0.26
O -0.276980 1.598406 3.041539 1.555 -0.997 -0.050 -0.49
C -1.502021 1.773204 2.600710 -0.794 1.833 0.573 0.28
C -2.538449 2.365484 3.324629 -1.253 -1.110 0.001 -0.30
C -3.821564 2.453657 2.671045 0.987 0.834 0.976 -0.07
Br -5.271085 3.270717 3.621302 0.312 -0.314 -0.127 0.05
C -3.988382 2.151027 1.343681 -0.437 -0.298 -0.409 -0.24
C -2.866592 1.710678 0.618959 -0.371 0.139 -1.082 -0.16
C -1.615325 1.626522 1.218043 -0.065 -0.607 -0.611 0.35
O -0.457352 1.370474 0.520314 -1.258 0.085 -0.751 -0.76
C -3.017650 1.379112 -0.831050 -2.411 0.615 1.833 0.43
N -2.021768 1.153381 -1.583918 0.238 -1.180 -2.304 -0.50
C -2.593406 0.678220 -2.824635 0.648 1.759 1.414 0.06
C -1.947042 0.349620 -3.995391 0.749 -1.354 -0.565 -0.19
C -2.778859 -0.086598 -5.015941 0.711 0.211 -0.385 -0.22
C -4.163241 0.069922 -4.980272 -0.201 -1.498 -0.131 -0.21
C -4.816500 0.456344 -3.824222 -1.520 0.365 0.316 -0.26
C -3.993723 0.774421 -2.716318 -0.164 -0.669 -2.314 0.18
N -4.289231 1.252299 -1.484453 2.331 0.198 1.365 -0.57
H -0.179803 0.933192 5.027204 -0.671 0.147 0.180 0.20
H -0.096157 2.788903 4.675454 -0.235 -0.794 0.511 0.19
H 1.217190 1.696515 4.384581 0.265 -0.059 -0.306 0.21
H -2.386413 2.575312 4.412235 -0.416 -0.072 -1.226 0.25
H -4.963294 2.248740 0.801224 1.006 0.035 0.908 0.23
H -0.772419 1.316148 -0.446235 0.347 -0.164 0.500 0.53
H -0.838571 0.204406 -4.125408 -1.311 0.387 0.527 0.23
H -2.314874 -0.619820 -5.842084 -0.179 0.423 -0.162 0.22
H -4.708139 -0.384682 -5.823345 0.019 0.647 0.480 0.22
H -5.976689 0.477627 -3.829401 2.234 0.114 0.328 0.23
H -5.166389 1.094843 -1.050076 -0.492 0.045 0.528 0.42
N 1.777135 0.364027 -1.259802 1.520 -1.021 0.454 -0.91
C 2.769155 -0.622190 -1.597207 1.546 -0.542 1.180 0.15
C 4.188098 -0.347547 -1.577540 -2.281 0.114 -0.601 -0.25
C 5.014834 -1.382655 -1.976543 1.347 0.871 0.662 -0.20
C 4.600883 -2.710008 -2.254971 0.417 2.313 -0.330 -0.23
C 3.263458 -2.955605 -2.149345 -0.613 1.228 0.846 -0.17
C 2.346377 -1.950338 -1.716324 -0.773 -0.532 -0.350 -0.07
C 0.897210 -2.327757 -1.330503 1.017 -0.396 0.617 -0.10
C 0.240007 -3.362680 -1.994765 -0.293 0.410 0.623 -0.21
C -1.053436 -3.773628 -1.586067 1.457 0.542 0.645 -0.23
C -1.534676 -3.248551 -0.394024 -1.829 -0.209 -0.918 -0.24
C -0.839826 -2.252811 0.267233 -1.660 -0.821 1.925 -0.19
C 0.381222 -1.815557 -0.102979 1.156 1.315 -1.315 -0.59
H 2.176665 1.276729 -1.251878 -0.152 0.850 -0.483 0.41
H 1.012256 0.167453 -1.864656 -0.950 0.692 -0.438 0.41
H 4.550873 0.691413 -1.337208 -0.279 -1.308 -0.370 0.22
H 6.059383 -1.024881 -1.983038 -0.288 -0.980 -0.267 0.21
H 5.326367 -3.388398 -2.663554 0.010 -0.434 0.162 0.22
H 2.910170 -3.931973 -2.324252 -0.506 -1.026 -0.098 0.21
H 0.845491 -3.869281 -2.723658 -0.498 -0.222 -0.772 0.20
H -1.600895 -4.510155 -2.125389 -0.231 -0.514 -0.314 0.21
H -2.563132 -3.513153 -0.035997 1.086 0.059 -0.342 0.20
H -1.309249 -1.920885 1.219100 0.418 0.003 -0.595 0.18
Cl 1.653883 -1.984407 3.304206 -0.277 -0.217 0.335 0.03
C 2.448017 -0.452058 3.343032 -0.180 0.553 -1.535 -0.10
C 2.201560 0.404493 2.245554 1.141 0.240 0.925 -0.59
C 2.969545 1.564503 2.245655 -1.611 -0.207 -1.239 0.05
Cl 2.607158 2.828430 1.036678 0.081 -0.643 0.217 -0.04
C 3.974584 1.829229 3.120786 1.687 -0.047 2.234 -0.16
Cl 4.997289 3.177770 2.880126 0.403 0.458 0.068 0.05
C 4.232589 1.001910 4.246931 -2.564 -1.834 -1.934 -0.10
Cl 5.579594 1.153240 5.248642 0.188 0.265 0.396 0.10
C 3.349542 -0.158395 4.332722 1.653 1.123 1.320 -0.07
Cl 3.440792 -1.205422 5.734062 0.250 0.411 -0.431 0.03
```
Positions in Å, forces in eV/Å.

Properties
- HOMO energy (eV) = -8.0705
- LUMO (Eh) = -0.0031

| no. | strongest force on any atom (eV/Å) |
| --- | --- |
| 1 | 4.0 |
| 2 | 1.7 |
| 3 | 5.2 |
| 4 | 3.7 |